Record 1
ORCA calculation (ωB97M-V with the def2-TZVPD basis set) on 2 unconnected molecules or ions with the total composition C4H10N2 at a distorted geometry.

XYZ file:
```
16
Properties=species:S:1:pos:R:3:lowdin_charge:R:1
C 2.5904 1.1287 -0.9422 -0.040
C 2.7658 2.2017 -0.1835 -0.312
N 1.8181 2.7907 0.6531 0.021
H 1.6753 0.5438 -0.9604 0.041
H 3.3250 0.7321 -1.6279 0.037
H 3.6679 2.7906 -0.2999 0.098
H 0.8905 2.4020 0.6020 0.076
H 1.8187 3.8007 0.6221 0.077
C -1.6138 -3.1477 0.3936 -0.092
N -2.4406 -2.5017 -0.3011 -0.101
C -2.8913 -1.1810 0.1382 -0.149
H -1.1698 -4.0423 -0.0400 0.060
H -1.3199 -2.8901 1.4173 0.070
H -2.5614 -0.5444 -0.6804 0.072
H -2.5762 -0.8149 1.1182 0.069
H -3.9787 -1.2683 0.0909 0.071
```

SMILES	C=CN.C=NC
E	-7288.516	eV
strongest force on any atom	1.45	eV/Å
ΔE to the lowest compared entry with this formula, charge and spin	48.52	kcal/mol
highest occupied orbital energy	-8.4	eV
LUMO	0.84	eV

=====

Record 2
ORCA calculation (ωB97M-V with the def2-TZVPD basis set) on a gas-phase ion, C8H8NO3S2 (charge -1) at a distorted geometry.

XYZ file:
```
22
Properties=species:S:1:pos:R:3:lowdin_charge:R:1
C -1.0361 0.2385 0.6329 -0.064
C -0.2961 0.8857 -0.5747 -0.219
O 0.7176 1.7349 -0.0857 -0.025
C 1.7128 1.9976 -0.9915 -0.614
O 1.6737 1.6128 -2.1645 0.017
N 2.6331 2.8498 -0.5180 0.010
C 3.5684 2.8431 0.2934 -0.253
S 4.2319 1.1979 0.9380 0.742
O 5.4451 1.1572 0.0749 -0.635
C 3.3938 -0.3268 0.4739 -0.688
C 2.5689 -1.0170 1.3112 -0.250
C 2.0170 -2.1893 0.8013 -0.189
C 2.2187 -2.2765 -0.5812 -0.382
S 3.3429 -1.0542 -1.1363 1.002
H -1.6623 -0.6466 0.3927 0.076
H -0.3735 0.0286 1.4085 0.026
H -1.6857 0.8487 1.3125 0.076
H -1.0200 1.4758 -1.1788 0.126
H 0.2635 0.2369 -1.2048 0.090
H 2.5733 -0.7980 2.3517 0.091
H 1.4347 -2.9567 1.2453 0.080
H 1.8119 -2.8461 -1.2589 -0.017
```

SMILES	CCO/C([O-])=N\C#S(=O)c1cccs1
E	-37726.264	eV
strongest force on any atom	6.56	eV/Å
ΔE to the lowest compared entry with this formula, charge and spin	52.97	kcal/mol
highest occupied orbital energy	-3.1	eV
LUMO	3.10	eV
total charge	-1

=====

Record 3
ORCA calculation (ωB97M-V with the def2-TZVPD basis set) on a single S2 molecule at a distorted geometry.

XYZ file:
```
2
Properties=species:S:1:pos:R:3:lowdin_charge:R:1
S -0.3761 -0.6311 0.6251 0.000
S 0.3761 0.6311 -0.6251 0.000
```

E	-21668.963	eV
strongest force on any atom	1.43	eV/Å
ΔE to the lowest compared entry with this formula, charge and spin	0.79	kcal/mol
highest occupied orbital energy	-8.4	eV
LUMO	-2.65	eV

=====

Record 4
ORCA calculation (ωB97M-V with the def2-TZVPD basis set) on a single C2H4N4 molecule at a distorted geometry.

XYZ file:
```
10
Properties=species:S:1:pos:R:3:lowdin_charge:R:1
C 0.7128 -0.4752 1.0766 -0.152
N -0.7462 -0.2492 1.0217 -0.057
N -1.3219 0.5163 0.2320 -0.026
C -0.8436 0.9586 -1.0078 -0.199
N -0.1043 0.0566 -1.6073 -0.091
N 0.3648 -0.9836 -1.6870 0.222
H 1.3279 0.2276 0.5029 0.061
H 1.0134 -1.5074 0.8471 0.069
H 0.9180 -0.3265 2.1441 0.074
H -1.3209 1.7828 -1.5223 0.097
```

E	-8095.129	eV
strongest force on any atom	1.51	eV/Å
ΔE to the lowest compared entry with this formula, charge and spin	96.52	kcal/mol
highest occupied orbital energy	-8.4	eV
LUMO	-0.15	eV

=====

Record 5
ORCA calculation (ωB97M-V with the def2-TZVPD basis set) on 2 unconnected molecules or ions with the total composition C5H10N2O at a distorted geometry.

XYZ file:
```
18
Properties=species:S:1:pos:R:3:lowdin_charge:R:1
H -0.9187 1.2883 2.8865 0.049
N -0.0986 1.2944 2.2749 0.081
C -0.3986 0.8256 1.0796 -0.484
C -1.7535 0.2290 0.7713 -0.051
C 0.0338 1.8119 -0.0306 -0.176
N 0.3034 2.6213 -0.8180 0.143
H -2.5552 0.8253 1.2096 0.089
H -1.9253 0.1202 -0.3011 0.072
H -1.7741 -0.7746 1.2011 0.084
C 0.4927 -1.1690 -1.8166 -0.095
C 1.4628 -0.6748 -0.7949 -0.100
O 0.7625 -0.8201 0.7765 -0.131
H -0.0199 -2.0717 -1.4752 0.086
H -0.2576 -0.4144 -2.0598 0.069
H 1.0366 -1.4135 -2.7390 0.091
H 1.8715 0.3132 -0.9851 0.090
H 2.2832 -1.3634 -0.6116 0.099
H 1.4549 -0.6278 1.4324 0.084
```

SMILES	[H]/N=C(\C)C#N.CCO
E	-10371.472	eV
strongest force on any atom	4.46	eV/Å
ΔE to the lowest compared entry with this formula, charge and spin	88.39	kcal/mol
highest occupied orbital energy	-9.2	eV
LUMO	0.75	eV

=====

Record 6
ORCA calculation (ωB97M-V with the def2-TZVPD basis set) on a single C8H15NO3S molecule at a distorted geometry.

XYZ file:
```
28
Properties=species:S:1:pos:R:3:lowdin_charge:R:1
C 1.4599 -1.3949 1.2588 -0.141
C 1.7296 0.9521 0.3835 -0.139
C 0.4967 -0.7541 -1.1554 -0.097
C 0.2699 -0.9951 2.1097 -0.249
C 0.7545 1.2748 1.5820 -0.258
C 1.6298 -0.5202 -0.0226 -0.265
C -0.8095 -0.5088 -0.5671 -0.411
C -2.3005 0.6943 -2.7491 -0.072
N -0.2294 0.3238 1.8664 0.035
O -1.0880 2.2477 -0.8313 -0.321
O -3.0093 0.7702 -0.1706 -0.321
O -1.5724 -1.4941 -0.0889 0.030
S -1.8112 0.9691 -0.9081 0.704
H 2.2932 -1.3635 1.9375 0.105
H 1.3960 -2.4060 0.9214 0.101
H 1.7042 1.5422 -0.5426 0.106
H 2.6794 1.2910 0.7995 0.105
H 0.6817 -0.0098 -1.9949 0.133
H 0.6249 -1.7814 -1.6027 0.143
H -0.5914 -1.7113 1.8608 0.122
H 0.5877 -0.9497 3.1955 0.139
H 1.3733 1.3624 2.5245 0.130
H 0.5508 2.3321 1.4992 0.098
H 2.5286 -0.7950 -0.4804 0.106
H -2.7820 1.5551 -3.1466 0.050
H -1.3535 0.5721 -3.1243 0.001
H -2.8944 -0.2325 -2.8060 0.076
H -2.3186 -0.9704 0.2517 0.092
```

E	-27002.229	eV
strongest force on any atom	3.42	eV/Å
ΔE to the lowest compared entry with this formula, charge and spin	104.81	kcal/mol
highest occupied orbital energy (alpha / beta)	-8.8 / -7.8	eV
LUMO (alpha / beta)	-0.01 / 0.07	eV

=====

Record 7
ORCA calculation (ωB97M-V with the def2-TZVPD basis set) on a single C5H10N2O3S molecule at a distorted geometry.

XYZ file:
```
21
Properties=species:S:1:pos:R:3:lowdin_charge:R:1
C -0.0140 -2.4637 0.1514 -0.038
N -0.9187 -1.2758 0.3188 -0.199
N -1.6650 -1.3347 1.4480 -0.016
O -2.3121 -0.3096 1.6441 -0.053
C -0.7033 -0.0300 -0.3085 -0.337
C -0.6749 -0.0975 -1.8264 -0.148
C 0.2986 0.9854 -2.2368 -0.213
C 1.5465 0.9731 -1.3370 -0.222
S 0.8620 0.7901 0.2951 0.746
O 0.6269 2.1343 0.8066 -0.312
O 1.6449 -0.1766 1.0773 -0.331
H -0.4406 -3.1418 -0.6999 0.106
H 1.0344 -2.1109 -0.0533 0.076
H -0.0750 -3.0159 1.1803 0.118
H -1.4708 0.6690 0.0860 0.136
H -1.6392 -0.0641 -2.2991 0.123
H -0.1658 -1.0320 -2.1371 0.123
H 0.5489 0.9433 -3.2650 0.103
H -0.1667 1.9904 -1.9502 0.144
H 2.1458 0.1203 -1.4680 0.084
H 2.1276 1.8847 -1.3615 0.110
```

SMILES	CN(N=O)[C@@H]1CCCS1(=O)=O
E	-25301.783	eV
strongest force on any atom	3.02	eV/Å
ΔE to the lowest compared entry with this formula, charge and spin	106.93	kcal/mol
highest occupied orbital energy	-9.6	eV
LUMO	0.47	eV

=====

Record 8
ORCA calculation (ωB97M-V with the def2-TZVPD basis set) on a single C6H10O molecule at a distorted geometry.

XYZ file:
```
17
Properties=species:S:1:pos:R:3:lowdin_charge:R:1
C -1.9358 -0.3752 -0.2915 -0.084
C -1.0444 0.8476 -0.3473 -0.281
C -0.2728 1.3683 0.8353 -0.103
C 0.4663 0.6640 -0.2516 -0.260
C 0.9458 -0.6839 0.2543 -0.139
C 2.2791 -1.0987 -0.3574 -0.240
O 2.9845 -0.3872 -1.0358 0.046
H -2.9957 -0.1030 -0.2665 0.075
H -1.7341 -0.9809 0.5965 0.073
H -1.7721 -1.0020 -1.1777 0.083
H -1.4502 1.6149 -1.0155 0.133
H -0.1705 2.4491 0.8893 0.104
H -0.1854 0.7449 1.7512 0.105
H 1.1960 1.2154 -0.8452 0.135
H 0.2485 -1.5097 0.0564 0.102
H 0.8724 -0.6068 1.4005 0.136
H 2.5683 -2.1569 -0.1949 0.117
```

SMILES	C[C@H]1C[C@H]1CC=O
E	-8429.943	eV
strongest force on any atom	2.01	eV/Å
ΔE to the lowest compared entry with this formula, charge and spin	29.92	kcal/mol
highest occupied orbital energy	-9.9	eV
LUMO	1.02	eV